Computed, not measured: a gas-phase ion, C2H7FN3 (charge +1) in a non-equilibrium geometry, with wB97M-V/def2-TZVPD.

Calculated values
relative energy (zero: lowest compared OMol25 entry of this formula, charge and spin): 1.5822 eV
strongest force on any atom: 4.2 eV Å⁻¹
Kohn-Sham gap: 10.65 eV
total charge: +1
SMILES string: [H]/N=C(/CF)N[NH3+]
E_HOMO: -15.06 eV

Each line ends with the Mulliken charge.
CARTESIAN COORDINATES (ANGSTROEM)
H -0.76 -1.85 0.36  0.172
N 0.17 -1.62 0.22  -0.495
C 0.64 -0.56 -0.17  0.513
C 2.20 -0.41 -0.29  -0.268
F 2.55 0.75 0.26  -0.269
N -0.01 0.72 -0.17  -0.258
N -1.36 0.72 -0.03  -0.324
H 2.64 -1.15 0.28  0.307
H 2.38 -0.54 -1.35  0.263
H 0.47 1.52 -0.63  0.302
H -1.78 0.71 -1.01  0.416
H -1.49 -0.41 0.18  0.218
H -1.80 1.29 0.84  0.423